Computed, not measured: a 2-piece molecular cluster, C10H8O2 overall in a non-equilibrium geometry, with the ωB97M-V functional and the def2-TZVPD basis.

```
20
Properties=species:S:1:pos:R:3:lowdin_charge:R:1
C -1.182 0.794 -0.071 -0.252
C -2.379 0.005 0.281 -0.038
C -2.234 -1.356 0.072 -0.092
C -1.085 -2.158 -0.290 0.030
C -0.061 -1.205 -0.281 -0.187
C 1.298 -1.775 -0.002 -0.033
C 2.419 -1.016 0.386 -0.135
C 2.482 0.325 0.169 0.007
C 1.192 0.913 -0.131 -0.274
C 0.073 0.140 -0.125 -0.135
H -2.284 2.190 1.379 0.353
H -3.239 0.565 0.846 0.126
H -3.183 -1.801 0.252 0.084
H -0.883 -3.148 -0.435 0.081
H 1.634 -2.925 -0.226 0.149
H 3.264 -1.655 0.713 0.109
H 3.482 0.652 0.190 0.100
H 0.178 2.586 0.320 0.200
O -1.382 2.188 -0.123 -0.081
O 1.117 2.254 -0.263 -0.015
```

Results
- Relative energy (zero: lowest compared OMol25 entry of this formula, charge and spin): 197.8 kcal/mol
- F_max: 0.1706 hartree/bohr
- Orbital gap: 4.576 eV
- E_HOMO: -0.265 Ha
- Lowest unoccupied orbital energy: -2.62 eV

Computed, not measured: C10H9AuNOS as an isolated structure, with the ωB97M-V functional and the def2-TZVPD basis.

```
23
Properties=species:S:1:pos:R:3:mulliken_spin:R:1
Au -0.787 -0.285 -0.915 0.158
C -2.406 -2.476 -1.671 0.357
C -1.362 -3.363 -1.823 -0.066
C -0.359 -2.732 -2.568 0.392
C -0.789 -1.380 -2.912 0.029
C -2.074 -1.199 -2.351 0.098
H -3.324 -2.662 -1.131 0.014
H -1.312 -4.357 -1.409 -0.003
H 0.584 -3.171 -2.859 0.019
H -0.340 -0.755 -3.669 0.004
H -2.823 -0.521 -2.736 0.000
O 1.159 0.138 0.090 0.228
N 1.197 1.008 1.032 0.149
C 2.412 1.304 1.558 -0.103
C 2.534 2.229 2.562 0.143
C 1.404 2.890 3.061 -0.081
C 0.180 2.591 2.533 0.096
C 0.047 1.630 1.508 -0.045
S -1.470 1.217 0.903 0.609
H 3.232 0.761 1.115 0.001
H 3.521 2.436 2.950 0.005
H 1.497 3.622 3.850 -0.003
H -0.720 3.075 2.883 -0.001
```

Results
- ⟨S²⟩: 2.073
- Charge: +1
- F_max: 0.0137 hartree/bohr
- Orbital gap (alpha / beta): 7.806 / 5.488 eV
- E_HOMO (alpha / beta): -0.423 / -0.454 Ha
- Multiplicity: 3
- Lowest unoccupied orbital energy (alpha / beta): -3.71 / -6.88 eV

Computed, not measured: C10H9Cl2FeNO as an isolated structure in a non-equilibrium geometry, with the ωB97M-V functional and the def2-TZVPD basis.

```
24
Properties=species:S:1:pos:R:3:mulliken_spin:R:1
Fe -0.375 -1.747 -0.798 3.752
C -1.290 -2.964 -2.251 0.036
H -2.364 -2.742 -2.363 0.012
H -0.788 -2.844 -3.230 0.004
H -1.188 -4.019 -1.933 0.006
H 0.677 -3.178 -0.465 0.013
H 1.124 -2.728 -1.011 0.033
Cl -0.649 2.433 -3.226 0.001
C -0.254 2.076 -1.553 0.035
C 0.086 3.124 -0.682 -0.007
C 0.406 2.883 0.666 0.013
Cl 0.813 4.260 1.687 0.001
C 0.402 1.565 1.167 -0.002
C 0.710 1.239 2.507 0.034
C 0.690 -0.101 2.937 -0.008
C 0.373 -1.112 2.026 0.001
N 0.084 -0.763 0.752 0.081
C 0.076 0.515 0.294 -0.091
C -0.269 0.758 -1.086 0.014
O -0.603 -0.301 -1.903 0.085
H 0.098 4.141 -1.055 -0.001
H 0.963 2.006 3.226 0.003
H 0.922 -0.348 3.965 -0.001
H 0.356 -2.152 2.328 -0.012
```

Results
- ⟨S²⟩: 6.032
- Relative energy (zero: lowest compared OMol25 entry of this formula, charge and spin): 1.3 kcal/mol
- F_max: 0.0909 hartree/bohr
- Orbital gap (alpha / beta): 6.065 / 7.031 eV
- E_HOMO (alpha / beta): -0.263 / -0.304 Ha
- Multiplicity: 5
- Lowest unoccupied orbital energy (alpha / beta): -1.10 / -1.25 eV

Computed, not measured: C10H9Cl3GeN4RbS2Se as an isolated structure in a non-equilibrium geometry, with the ωB97M-V functional and the def2-TZVPD basis.

```
31
Properties=species:S:1:pos:R:3:mulliken_spin:R:1
Rb -1.853 1.606 -0.142 0.005
C 4.220 1.022 0.001 -0.010
N 3.482 -0.201 -0.001 -0.004
C 3.959 -1.473 -0.002 -0.018
C 2.891 -2.314 -0.005 0.107
N 1.710 -1.561 -0.006 -0.034
C 2.102 -0.223 -0.003 0.223
S 1.268 1.232 0.006 0.104
C 0.451 -2.105 -0.009 0.221
C 0.290 -3.512 -0.003 -0.005
C -0.959 -4.058 0.000 0.009
C -2.082 -3.201 0.000 0.209
C -1.841 -1.843 -0.008 -0.085
N -0.646 -1.271 -0.018 0.149
H 5.287 0.800 0.001 0.006
H 3.956 1.617 0.880 0.002
H 3.957 1.619 -0.878 0.002
H 5.007 -1.694 -0.001 0.000
H 2.903 -3.380 -0.005 0.017
H 1.140 -4.180 0.000 0.061
H -1.078 -5.133 0.004 0.012
H -3.087 -3.589 0.008 0.027
H -2.690 -1.163 -0.001 0.003
S 0.127 6.522 -0.020 0.000
C -0.975 5.380 -0.045 0.000
N -1.765 4.509 -0.065 0.000
Cl -4.772 4.785 -1.845 0.000
Ge -4.092 3.892 0.094 0.000
Cl -4.970 5.518 1.393 0.000
Cl -6.482 2.158 0.438 0.000
Se -5.458 0.240 0.231 0.001
```

Results
- ⟨S²⟩: 0.774
- Relative energy (zero: lowest compared OMol25 entry of this formula, charge and spin): 43.1 kcal/mol
- Charge: -2
- F_max: 0.0318 hartree/bohr
- Orbital gap (alpha / beta): 3.378 / 5.967 eV
- E_HOMO (alpha / beta): 0.027 / -0.068 Ha
- Multiplicity: 2
- Lowest unoccupied orbital energy (alpha / beta): 4.12 / 4.10 eV

Computed, not measured: C10H9Cl3N2O4Ru as an isolated structure in a non-equilibrium geometry, with the ωB97M-V functional and the def2-TZVPD basis.

```
29
Properties=species:S:1:pos:R:3:mulliken_spin:R:1
Ru 0.056 1.290 0.220 0.880
N 2.079 0.720 0.065 0.111
C 1.947 1.540 -1.758 -0.040
C 0.556 2.175 -2.219 0.007
O 0.434 2.684 -3.322 -0.002
N -0.490 2.137 -1.359 0.007
C -1.884 2.526 -1.243 -0.015
C -2.475 2.085 0.224 0.020
O -3.601 2.334 0.470 0.002
O -1.432 1.213 1.496 0.081
H 2.650 1.387 0.296 0.000
H 2.188 -0.087 -0.332 -0.001
H 2.222 0.755 -2.498 -0.001
H 2.721 2.336 -1.823 -0.001
H -2.475 2.027 -2.039 -0.001
H -1.971 3.627 -1.355 -0.004
Cl 0.377 -5.041 3.138 0.000
C 0.119 -3.718 2.065 0.001
C 0.458 -2.435 2.456 0.002
C 0.246 -1.361 1.577 0.004
Cl 0.717 0.205 2.194 -0.001
C -0.311 -1.509 0.273 -0.009
O -0.501 -0.522 -0.524 -0.012
C -0.634 -2.857 -0.057 0.000
Cl -1.329 -3.279 -1.606 0.000
C -0.426 -3.939 0.813 0.000
H 0.886 -2.254 3.436 0.000
H -0.694 -4.943 0.501 0.000
H 0.564 2.905 0.910 -0.029
```

Results
- ⟨S²⟩: 0.756
- Relative energy (zero: lowest compared OMol25 entry of this formula, charge and spin): 0.0 kcal/mol
- Charge: -1
- F_max: 0.1698 hartree/bohr
- Orbital gap (alpha / beta): 6.763 / 6.501 eV
- E_HOMO (alpha / beta): -0.147 / -0.138 Ha
- Multiplicity: 2
- Lowest unoccupied orbital energy (alpha / beta): 2.76 / 2.76 eV

Computed, not measured: C10H9ClIN6O3Pd as an isolated structure in a non-equilibrium geometry, with the ωB97M-V functional and the def2-TZVPD basis.

```
31
Properties=species:S:1:pos:R:3:lowdin_charge:R:1
Pd -0.292 -0.640 -0.198 0.442
N -0.429 0.010 2.575 -0.018
N -0.955 -1.266 2.876 -0.063
C -0.599 -2.308 2.099 -0.456
N -1.300 -3.467 2.305 0.144
N 0.387 -2.144 1.226 0.038
N 0.882 -3.301 0.643 -0.441
O 0.989 -4.335 1.329 -0.026
O 1.124 -3.262 -0.528 0.072
H -1.077 0.687 2.959 0.059
H -0.446 0.082 1.482 -0.014
H -1.931 -1.298 3.127 0.131
H -1.773 -3.525 3.192 0.095
H -0.749 -4.286 2.084 0.071
Cl -2.271 -1.688 -6.570 0.606
C -1.342 -1.057 -5.218 -0.634
C -0.006 -0.812 -5.383 -0.212
C 0.760 -0.310 -4.334 -0.660
I 2.793 0.068 -4.638 0.811
C 0.256 -0.044 -3.032 -0.512
O 0.937 0.390 -2.079 -0.151
C -1.193 -0.299 -2.902 -0.141
N -1.758 0.006 -1.696 0.004
C -3.055 -0.137 -1.538 -0.168
C -3.893 -0.646 -2.541 -0.078
C -3.354 -0.984 -3.749 -0.050
C -1.974 -0.793 -3.982 -0.190
H 0.456 -1.011 -6.342 0.082
H -3.459 0.164 -0.580 0.089
H -4.951 -0.770 -2.346 0.093
H -3.971 -1.387 -4.542 0.077
```

Results
- Charge: -1
- F_max: 0.0249 hartree/bohr
- Orbital gap: 6.160 eV
- E_HOMO: -0.127 Ha
- Lowest unoccupied orbital energy: 2.71 eV

Computed, not measured: an isolated ion of composition C10H9N2O and charge +1 in a non-equilibrium geometry, with the ωB97M-V functional and the def2-TZVPD basis.

```
22
Properties=species:S:1:pos:R:3:lowdin_charge:R:1
C 3.178 -0.031 -0.677 -0.372
C -2.110 1.538 -0.580 -0.026
C -0.956 2.105 -0.050 0.026
C -2.187 0.194 -0.857 0.019
C 0.181 1.280 0.353 -0.171
C -1.184 -0.696 -0.613 -0.159
C -0.016 -0.199 0.042 -0.134
C 1.288 1.889 0.761 0.354
C 2.019 -0.826 1.322 -0.037
C -1.421 -2.187 -0.635 0.008
N 3.710 -0.208 -1.694 0.234
N 2.959 -0.008 0.570 0.147
O 0.664 -1.110 0.633 0.051
H -2.965 2.041 -0.886 0.107
H -1.069 3.114 0.341 0.133
H -3.151 -0.108 -1.321 0.159
H 1.522 2.857 1.265 0.130
H 2.300 -1.797 1.544 0.129
H 1.698 -0.236 2.128 0.113
H -0.753 -2.758 -1.236 0.088
H -1.286 -2.542 0.466 0.139
H -2.421 -2.311 -0.877 0.060
```

Results
- Relative energy (zero: lowest compared OMol25 entry of this formula, charge and spin): 169.2 kcal/mol
- Charge: +1
- F_max: 0.1101 hartree/bohr
- Orbital gap: 6.535 eV
- E_HOMO: -0.497 Ha
- Lowest unoccupied orbital energy: -6.98 eV

Computed, not measured: an isolated ion of composition C10H9N2O2 and charge +1 in a non-equilibrium geometry, with the ωB97M-V functional and the def2-TZVPD basis.

```
23
Properties=species:S:1:pos:R:3:lowdin_charge:R:1
O 0.939 3.062 -2.156 0.131
N 1.204 2.781 -0.994 -0.288
O 1.737 3.493 -0.179 0.133
C 0.755 1.446 -0.373 0.049
N 0.928 1.203 1.011 0.238
C 0.507 -0.087 1.307 -0.201
C 0.466 -0.707 2.495 0.009
C -0.256 -1.892 2.503 -0.066
C -0.740 -2.493 1.393 -0.093
C -0.527 -2.020 0.135 0.032
C -0.028 -0.646 0.125 -0.073
C 0.083 0.314 -0.942 -0.204
C -0.093 0.231 -2.507 -0.008
C -1.318 0.468 -1.785 0.056
H 1.315 1.965 1.561 0.181
H 0.913 -0.154 3.345 0.147
H -0.501 -2.347 3.506 0.145
H -1.314 -3.471 1.574 0.156
H -0.896 -2.561 -0.717 0.119
H 0.071 -0.768 -3.003 0.161
H 0.439 1.026 -2.889 0.074
H -1.568 1.524 -1.758 0.124
H -2.116 -0.368 -1.650 0.176
```

Results
- Relative energy (zero: lowest compared OMol25 entry of this formula, charge and spin): 71.9 kcal/mol
- Charge: +1
- F_max: 0.0989 hartree/bohr
- Orbital gap: 7.192 eV
- E_HOMO: -0.484 Ha
- Lowest unoccupied orbital energy: -5.99 eV
- SMILES: O=[N+]([O-])C1=[NH+]c2ccccc2C12CC2

Computed, not measured: a 2-piece molecular cluster, C10H9NSi overall in a non-equilibrium geometry, with the ωB97M-V functional and the def2-TZVPD basis.

```
21
Properties=species:S:1:pos:R:3:lowdin_charge:R:1
C 3.989 -2.111 -0.093 0.038
C 1.978 3.141 0.155 0.036
C 3.269 -1.171 0.174 -0.238
C 2.107 1.950 0.226 -0.265
C -3.308 0.175 0.264 -0.090
C -2.961 -1.083 0.576 -0.117
C -2.295 1.103 -0.248 -0.053
C -1.593 -1.466 0.501 -0.034
C -0.997 0.741 -0.282 -0.086
C -0.642 -0.535 0.147 -0.344
N 0.706 -0.871 0.149 -0.079
Si 2.078 0.174 -0.136 0.558
H 4.203 -3.120 0.059 0.017
H 1.892 4.183 0.300 0.029
H -4.338 0.370 0.463 0.086
H -3.763 -1.799 0.847 0.115
H -2.341 2.142 -0.410 0.087
H -1.411 -2.546 0.604 0.113
H -0.354 1.468 -0.790 0.096
H 1.018 -1.903 0.294 0.136
H 2.763 1.159 -2.800 -0.006
```

Results
- Relative energy (zero: lowest compared OMol25 entry of this formula, charge and spin): 76.6 kcal/mol
- F_max: 0.0593 hartree/bohr
- Orbital gap (alpha / beta): 7.757 / 6.495 eV
- E_HOMO (alpha / beta): -0.308 / -0.258 Ha
- Lowest unoccupied orbital energy (alpha / beta): -0.63 / -0.52 eV

Computed, not measured: C10H9O2 as an isolated structure in a non-equilibrium geometry, with the ωB97M-V functional and the def2-TZVPD basis.

```
21
Properties=species:S:1:pos:R:3:lowdin_charge:R:1
C 4.952 0.332 -0.532 -0.080
C 3.881 0.109 -1.372 -0.085
C 4.503 0.171 0.748 -0.139
C 2.871 -0.007 -0.475 -0.006
C -1.985 -1.221 -1.104 0.020
C -0.492 0.069 -0.159 0.221
C -2.647 -0.607 -0.125 -0.234
C -1.733 0.275 0.551 -0.162
C -2.085 0.978 1.713 0.297
C -4.100 -0.370 0.008 -0.006
O 3.217 -0.096 0.807 0.037
O -0.669 -0.798 -1.105 0.100
H 5.915 0.726 -0.935 0.141
H 3.892 0.364 -2.485 0.147
H 4.934 0.351 1.672 0.115
H -2.360 -1.834 -1.910 0.161
H -3.110 0.873 2.056 0.091
H -1.526 1.651 2.319 0.098
H -4.733 -1.216 -0.173 0.096
H -4.466 0.467 -0.575 0.113
H -4.260 -0.217 1.075 0.074
```

Results
- Relative energy (zero: lowest compared OMol25 entry of this formula, charge and spin): 169.0 kcal/mol
- Charge: +1
- F_max: 0.0619 hartree/bohr
- Orbital gap (alpha / beta): 5.146 / 5.068 eV
- E_HOMO (alpha / beta): -0.427 / -0.436 Ha
- Lowest unoccupied orbital energy (alpha / beta): -6.48 / -6.79 eV

Computed, not measured: an isolated ion of composition C10H9O4 and charge +1 in a non-equilibrium geometry, with the ωB97M-V functional and the def2-TZVPD basis.

```
23
Properties=species:S:1:pos:R:3:lowdin_charge:R:1
C -1.582 -0.973 0.943 0.060
C -1.458 0.336 0.665 0.013
C -0.218 -1.630 1.083 -0.071
C 0.717 -0.736 0.720 -0.024
C -0.054 0.625 0.314 -0.222
C 0.421 1.381 -0.998 -0.140
C -0.053 -3.100 1.274 -0.215
C 1.929 1.227 0.574 -0.193
C -1.561 1.464 -2.329 0.003
C 2.123 -0.354 0.539 0.017
O 0.730 1.432 1.185 0.083
O 1.002 -3.616 1.187 0.120
O 1.680 1.641 -0.841 0.198
O -0.205 1.865 -1.995 0.121
H -2.537 -1.528 1.207 0.154
H -2.130 1.042 0.588 0.071
H -0.952 -3.700 1.507 0.136
H 2.877 1.690 0.930 0.201
H -2.422 2.104 -1.919 0.133
H -1.669 1.640 -3.508 0.158
H -1.909 0.444 -2.122 0.101
H 2.713 -0.741 1.405 0.165
H 2.559 -0.511 -0.410 0.130
```

Results
- Relative energy (zero: lowest compared OMol25 entry of this formula, charge and spin): 0.0 kcal/mol
- Charge: +1
- F_max: 0.0964 hartree/bohr
- Orbital gap: 8.512 eV
- E_HOMO: -0.489 Ha
- Lowest unoccupied orbital energy: -4.81 eV

The highest F_max belongs to which entry? C10H8O2